Here is C35H33ClN4OsS2Si2 as an isolated structure from the OMol25 dataset. Energies are from the ωB97M-V functional and the def2-TZVPD basis.

XYZ file:
```
78
Properties=species:S:1:pos:R:3:forces:R:3:lowdin_charge:R:1
C -1.645876 -0.601689 0.537588 -1.4 0.0 3.3 -0.230
C -2.342450 0.158559 -0.424386 -2.2 0.9 0.5 -0.228
C -2.379488 -0.593698 -1.624581 -2.6 0.0 -1.5 -0.254
H -2.821593 1.118633 -0.280729 0.2 -0.1 0.0 0.128
C -1.699504 -1.814819 -1.399999 -1.2 -2.6 -1.4 -0.240
C -1.247022 -1.811805 -0.058009 -0.7 -2.2 1.1 -0.234
H -0.737794 -2.633413 0.426425 0.1 0.2 0.0 0.131
H -1.495174 -0.317260 1.569325 0.1 0.0 -0.1 0.135
H -2.904949 -0.315292 -2.529268 0.1 0.0 0.1 0.128
H -1.580527 -2.615347 -2.123390 0.0 0.1 0.1 0.120
Os -0.487521 -0.266927 -1.086294 6.8 3.0 0.5 1.364
Si 2.057999 0.856830 -4.273444 -2.4 -1.0 3.2 0.424
C 0.917335 2.230912 -3.646760 0.2 0.7 -0.1 -0.340
C 1.474843 3.527979 -3.612021 -0.2 -0.2 -0.5 -0.109
H 2.546443 3.631474 -3.419078 -0.2 0.1 -0.3 0.108
C 0.708520 4.646575 -3.945639 -0.1 0.1 0.3 -0.065
H 1.169636 5.639391 -4.003647 -0.2 -0.4 0.0 0.118
C -0.644563 4.488294 -4.261317 0.0 0.2 0.0 -0.069
H -1.227391 5.338884 -4.623147 0.2 -0.3 0.1 0.118
C -1.252972 3.243799 -4.106976 -0.1 -0.1 0.3 -0.089
H -2.319782 3.097943 -4.325357 0.5 0.2 0.2 0.124
C -0.483815 2.141546 -3.722004 0.0 0.0 -0.6 -0.169
H -0.985026 1.181252 -3.588062 0.3 0.4 -0.3 0.049
C 0.769605 -0.771536 -4.264669 0.7 -0.2 0.8 -0.391
C -0.784263 -1.024643 -4.547223 -0.1 1.1 -0.2 -0.302
H -1.559844 -0.400240 -4.107654 0.3 0.0 -0.2 0.077
C -1.160899 -2.351603 -5.008993 -0.8 0.5 -0.2 -0.135
H -1.983846 -2.446210 -5.728126 0.2 0.0 0.5 0.125
C -0.453259 -3.440913 -4.523883 1.4 -1.3 0.8 -0.105
H -0.787978 -4.455502 -4.743315 0.1 0.2 0.2 0.119
C 0.720562 -3.230743 -3.801855 -1.6 -1.9 -0.4 -0.136
H 1.192811 -4.098626 -3.331847 0.0 0.2 -0.3 0.107
C 1.343100 -1.990420 -3.721858 1.5 2.1 0.3 -0.234
H 2.314736 -1.922927 -3.219549 -0.3 -0.1 -0.5 0.033
H 0.648308 0.129479 -2.109761 1.2 0.6 -0.9 -0.049
Si 0.093157 -0.531794 -6.039846 0.9 0.9 -2.3 0.717
C 0.913854 -1.695787 -7.188954 0.6 0.1 -0.4 -0.250
C 0.294148 -1.842511 -8.437460 -0.1 -0.6 0.3 -0.081
H -0.327175 -1.024620 -8.808669 -0.1 -0.4 0.0 0.107
C 0.447510 -3.046385 -9.128048 0.1 0.2 -0.1 -0.063
H -0.083668 -3.184639 -10.066113 0.1 -0.1 0.1 0.112
C 1.257719 -4.059367 -8.604755 0.0 0.2 0.2 -0.060
H 1.314596 -5.031427 -9.095272 0.0 0.3 0.1 0.113
C 2.039904 -3.812868 -7.467362 0.3 0.3 -0.1 -0.062
H 2.715457 -4.578603 -7.069461 -0.2 0.3 -0.4 0.114
C 1.946387 -2.579963 -6.817006 -0.7 -0.4 0.1 -0.079
H 2.619688 -2.315912 -5.992905 -0.5 -0.4 -0.1 0.106
C -0.210380 1.136501 -6.832674 0.0 0.0 0.0 -0.264
C -1.470921 1.552657 -7.297483 0.4 0.1 -0.1 -0.089
H -2.334083 0.905619 -7.151177 0.0 0.2 0.0 0.109
C -1.592657 2.746399 -8.012148 0.1 0.0 0.0 -0.065
H -2.560775 3.038209 -8.420398 0.3 -0.1 0.1 0.113
C -0.471658 3.561709 -8.226824 -0.1 -0.1 0.3 -0.059
H -0.560134 4.496720 -8.786800 0.0 -0.4 0.2 0.116
C 0.770900 3.181531 -7.716772 0.0 -0.1 0.0 -0.060
H 1.654379 3.809449 -7.851997 -0.3 -0.2 -0.1 0.117
C 0.902080 1.958147 -7.061047 -0.1 0.1 -0.2 -0.125
H 1.902055 1.624910 -6.763830 -0.4 0.2 -0.2 0.062
H 3.074909 1.595977 -5.001794 0.0 -0.5 -1.0 0.005
Cl 3.393106 0.268296 -2.754046 0.2 0.0 0.3 0.326
N -1.217603 3.278296 -0.769991 1.0 0.6 0.6 0.162
C -0.070334 2.913239 -0.154720 -0.2 -0.4 0.0 -0.591
N 0.379726 1.676826 -0.042106 -0.2 0.6 -0.6 0.005
C 1.571979 1.638063 0.656238 -0.3 -0.4 -0.8 -0.278
C 2.039709 2.877737 1.067825 0.0 -0.3 0.2 -0.255
S 0.954361 4.127731 0.636468 0.4 -0.8 0.1 1.176
C 2.212417 0.354753 0.725846 -0.6 -0.2 -0.8 -0.277
C 3.481897 0.038594 1.202183 0.0 0.0 0.1 -0.251
S 3.863305 -1.592533 0.905944 0.1 0.8 0.1 1.188
C 2.319387 -1.773623 0.081717 -0.3 -0.5 -0.3 -0.616
N 1.561496 -0.698124 0.109622 0.0 0.2 -0.4 0.009
N 2.049847 -2.947735 -0.504492 0.4 0.8 0.8 0.191
H -1.376614 4.283701 -0.752002 -0.2 -0.4 -0.3 0.122
H -1.455609 2.815786 -1.643063 0.0 -0.1 0.0 0.083
H 2.989680 2.984596 1.579890 -0.3 0.5 0.0 0.105
H 4.146721 0.753562 1.662814 0.2 -0.3 0.1 0.106
H 2.721200 -3.693805 -0.394595 -0.2 -0.1 -0.2 0.129
H 1.187172 -3.128548 -0.992035 -0.1 0.2 -0.2 0.100
```
Forces are in eV/Å.

Results
Spin multiplicity: 5
HOMO-LUMO gap (spin up / spin down), eV: 3.245 / 3.537
E, hartree: -3497.97631
Largest force on an atom, eV Å⁻¹: 7.44
LUMO level (spin up / spin down), eV: -6.50 / -9.34
Energy above the lowest of the compared OMol25 structures with the same formula, charge and spin, kcal per mole: 116.7
Total charge: +2
HOMO level (spin up / spin down), eV: -9.747 / -12.881